Entry from the OMol25 dataset: an isolated molecule of C3H4O2S (the ωB97M-V functional and the def2-TZVPD basis).

Bonds (Å) are listed after each position.
Atoms and positions in Å:
1 C -0.065 -0.619 -1.953  C2 1.419, H7 1.152, H8 1.081, H9 1.032
2 C 0.134 -0.119 -0.639  C1 1.419, C3 1.217
3 C 0.528 -0.142 0.512  C2 1.217, S4 1.774
4 S 0.164 0.566 2.097  C3 1.774, O5 1.404, O6 1.399, H10 1.439
5 O 1.178 0.727 3.054  S4 1.404
6 O -1.074 0.023 2.458  S4 1.399
7 H -1.082 -1.136 -2.117  C1 1.152
8 H -0.144 0.237 -2.608  C1 1.081
9 H 0.666 -1.290 -2.236  C1 1.032
10 H -0.306 1.753 1.433  S4 1.439

Frontier orbital gap: 10.54 eV
Relative energy (zero: lowest compared OMol25 entry of this formula, charge and spin): 4.2876 eV
DFT total energy: -18101.77767 eV
SMILES string: CC#C[SH](=O)=O

These are the Mulliken partial charges, in e, on atoms 1 to 2: -1.136, 0.503